Entry from OMol25: a molecular structure, C35H82CoN7O8 at a distorted geometry (ωB97M-V/def2-TZVPD).

Geometry as XYZ:
```
133
Properties=species:S:1:pos:R:3:forces:R:3:lowdin_spin:R:1
H 26.1535 -16.8069 8.2045 -0.19 -0.15 -0.57 0.00
C 22.1030 -15.2655 6.8594 1.01 0.16 0.23 0.00
H 23.8187 -20.4626 1.6802 -0.08 0.22 -0.47 0.00
C 21.9187 -18.8325 4.9218 -0.57 1.09 -0.12 0.00
H 21.7678 -15.5932 5.8753 0.00 -0.43 0.19 0.00
H 15.5700 -13.9443 4.6999 -0.40 0.48 0.18 0.00
H 20.9846 -19.9186 1.9027 -0.34 0.50 0.26 0.00
H 16.8610 -12.8318 5.2470 -0.35 0.25 -0.02 0.00
H 17.2330 -16.1127 -0.2022 -0.06 0.57 0.13 0.00
C 17.0347 -19.4296 9.0028 0.73 0.31 -0.22 0.01
C 23.2161 -18.3544 11.2346 -0.60 -1.61 -0.28 0.09
C 28.3033 -19.0491 4.8300 -1.71 2.53 3.84 0.00
H 18.8448 -18.1572 -0.4044 0.63 0.07 0.01 0.00
H 16.0744 -12.5689 3.6246 -0.20 0.11 0.42 0.00
C 20.4393 -20.0150 0.9639 -1.17 -1.49 0.37 0.00
C 25.1495 -16.8712 8.6241 1.70 -0.34 1.93 0.00
H 24.8684 -20.3365 2.9791 0.86 -0.76 -0.06 0.00
H 20.9118 -23.6421 10.0066 -0.04 0.48 -0.47 0.03
H 26.7196 -20.4530 5.3554 -0.06 -0.08 0.05 0.00
H 22.4312 -18.9766 3.9707 0.17 -0.29 -0.07 0.00
H 17.1562 -17.3522 8.9876 0.72 0.21 0.04 0.00
H 22.2922 -16.4926 11.0942 0.01 0.24 0.13 0.00
H 19.1050 -17.5176 1.2302 0.47 -0.36 0.12 0.00
C 22.2499 -17.3602 11.7526 0.28 0.98 0.19 0.02
O 24.3163 -14.6513 8.4764 1.44 0.86 0.56 0.00
C 20.6697 -23.9765 8.9979 -0.85 -1.36 -0.07 0.04
H 26.3372 -18.8704 6.0369 0.77 0.32 -0.02 0.00
C 26.6468 -21.9758 1.7311 0.86 -1.01 -1.75 0.00
C 19.1097 -15.8462 3.4397 0.51 0.48 0.13 0.00
C 22.6944 -19.3944 6.0595 2.00 -0.49 1.38 0.01
C 18.8672 -19.7490 1.0808 2.37 2.59 -0.10 0.00
H 27.4440 -23.0410 -0.0899 -1.21 0.50 -0.44 0.00
H 16.6454 -18.5596 1.4725 -0.37 0.32 0.26 0.00
H 25.2596 -20.3967 12.7028 -0.91 -0.24 -0.29 0.01
C 21.5136 -23.7035 2.6337 0.60 -1.33 1.21 0.00
H 17.5202 -20.1753 8.3732 0.37 0.05 0.28 0.00
H 24.1320 -22.5318 6.3469 -0.40 0.11 0.06 0.01
C 16.3817 -13.2901 4.3819 0.80 -0.64 0.67 0.00
C 17.0973 -17.9552 0.6860 0.80 -2.16 -0.61 0.00
C 22.9938 -23.1005 4.5970 0.09 1.06 1.14 0.00
H 23.6272 -23.1281 2.5917 0.56 -0.53 -0.09 0.00
H 21.5487 -25.6148 1.7616 0.48 -0.18 -0.63 0.00
H 20.1225 -15.8340 3.8424 -0.15 -0.37 0.47 0.00
H 14.9884 -15.3019 0.7683 0.09 0.29 -0.20 0.00
H 16.0498 -19.3112 8.5511 0.02 0.46 0.15 0.00
H 25.3933 -20.0627 10.9130 -0.37 -0.16 0.21 0.01
H 20.5635 -16.3603 9.3275 0.09 -0.62 0.30 0.00
C 19.8455 -22.4348 5.6434 -0.12 2.22 -0.61 0.01
H 14.7580 -16.7229 -0.1883 0.26 -0.16 -0.19 0.00
H 28.1539 -23.4338 1.2597 0.07 0.32 0.97 0.00
H 19.3884 -15.9006 8.2652 -0.80 -0.31 -0.21 0.00
H 21.0453 -19.5098 0.2118 -0.59 0.14 -0.28 0.00
H 30.8475 -19.0967 4.6492 -0.16 -0.07 -0.06 0.00
C 18.5831 -18.2764 0.6470 -0.40 -0.46 0.01 0.00
H 16.9134 -19.8022 10.0200 0.10 -0.10 -0.09 0.00
H 22.0005 -23.0332 -0.0427 -0.33 -0.10 0.32 0.00
N 29.0012 -19.9859 4.2498 0.73 -1.33 -1.22 0.00
C 16.7635 -16.5245 0.6912 -0.49 0.07 0.54 0.00
C 19.4945 -16.5014 9.1684 0.95 0.34 -0.04 0.00
C 15.2716 -16.3522 0.6987 -1.31 1.13 -0.19 0.00
O 19.9301 -18.8527 9.0600 0.94 -2.10 0.07 0.07
H 21.1235 -22.6933 2.5094 0.44 0.23 -0.30 0.00
H 18.9942 -16.0084 10.0019 -0.25 -0.08 -0.09 0.00
H 23.1404 -24.3080 0.5077 0.30 0.41 -0.38 0.00
H 26.6196 -24.0897 1.1153 -0.61 0.31 -0.20 0.00
C 20.4102 -22.9409 7.9811 1.70 2.36 1.05 0.04
H 30.9228 -20.8114 4.1871 0.02 0.05 -0.17 0.00
H 14.7230 -16.7748 1.5405 0.51 -0.47 0.24 0.00
H 19.7216 -24.5140 9.0205 0.04 -0.64 0.42 0.00
C 27.1471 -23.1498 0.9533 2.04 -1.53 -0.36 0.00
H 20.2604 -24.6967 1.0727 -0.29 0.28 0.39 0.00
H 22.5439 -17.0866 12.7659 -0.23 0.32 0.00 0.00
H 19.4348 -22.7875 4.6973 0.38 -1.50 0.33 0.00
H 25.3494 -16.5075 9.6320 0.16 0.01 0.36 0.00
H 20.9458 -24.0868 3.4815 -0.43 -0.22 -0.03 0.00
H 21.8220 -24.7653 -0.5409 0.41 0.48 -0.79 0.00
O 27.1728 -21.6439 2.7592 0.07 0.36 1.61 0.00
H 22.3472 -23.5778 5.3334 -0.53 -0.41 -0.45 0.00
C 24.2491 -15.8220 8.1539 -3.62 1.26 -1.34 0.00
H 18.6686 -19.7946 2.1515 -0.51 -0.45 -0.09 0.00
H 18.7018 -16.8560 3.4840 0.11 0.02 -0.26 0.00
H 25.0528 -22.3328 4.9292 -0.05 0.03 -0.51 0.00
H 21.2272 -15.0759 7.4800 0.05 -0.61 0.28 0.00
H 18.2497 -20.4104 0.4731 0.20 -0.20 0.23 0.00
O 20.6762 -21.7570 8.2846 -0.82 -0.66 -1.36 0.12
H 16.7839 -18.3857 -0.2650 -0.84 -0.14 0.02 0.00
N 17.3656 -14.1447 3.7409 -1.22 0.69 -1.16 0.00
H 26.1567 -19.1783 4.3294 0.04 0.11 -0.11 0.00
C 24.2861 -22.9747 5.3629 1.30 0.08 0.52 0.00
H 25.1912 -19.3144 1.6229 -0.06 0.02 -0.18 0.00
C 24.8795 -20.3244 1.8892 -0.80 0.52 -0.22 0.00
C 21.2980 -24.6186 1.3973 -0.47 1.75 1.70 0.00
H 24.7890 -23.9130 5.5967 -0.11 -0.35 -0.30 0.00
H 17.1643 -16.0836 1.6039 0.24 0.29 -0.19 0.00
C 19.1135 -17.9815 9.0484 -0.73 3.24 0.24 0.02
N 20.0560 -23.3063 6.7436 -1.14 -1.86 -0.98 0.01
C 25.3097 -19.6441 11.9159 0.78 0.40 -0.35 0.02
Co 21.6756 -20.0544 9.0713 0.04 0.36 -1.38 3.14
O 22.9396 -19.0475 10.2372 1.07 0.56 0.43 0.14
H 19.6389 -24.1930 6.4989 0.48 -0.47 1.19 0.00
N 17.7870 -18.1409 9.0040 -2.17 -1.54 -0.30 0.00
C 23.0055 -23.7428 3.2427 -1.89 0.68 -0.55 0.00
H 22.6273 -22.0772 4.5168 -0.24 0.12 -0.20 0.00
C 30.4385 -19.8564 3.9831 -0.76 -0.01 0.12 0.00
C 18.2920 -14.9188 4.3440 0.78 -0.23 -3.49 0.00
H 20.4789 -21.0928 0.8066 0.50 -0.16 -0.43 0.00
H 25.4183 -21.4395 0.1770 0.06 -0.39 0.33 0.00
H 30.5934 -19.5410 2.9513 0.22 -0.09 -0.03 0.00
H 22.8857 -20.4410 5.8229 -0.45 -0.78 0.49 0.00
H 20.9095 -19.2351 4.8351 -0.15 0.00 0.09 0.00
O 18.6073 -14.8239 5.4774 0.00 0.31 3.53 0.00
N 24.3096 -18.5836 11.9865 0.48 -0.07 0.78 0.03
H 20.8181 -22.0119 5.3917 -0.54 0.87 0.03 0.00
H 28.4267 -20.6916 3.8117 0.48 -0.36 -0.21 0.00
O 28.8036 -18.0334 5.3312 -0.18 -0.33 -0.82 0.00
H 26.2825 -19.2116 12.1497 0.12 0.44 -0.32 0.00
H 22.4598 -14.2491 6.6931 0.70 -0.19 0.14 0.00
C 26.7964 -19.3785 5.1889 0.67 -0.60 -1.22 0.00
C 22.1057 -24.0765 0.2548 0.70 -2.04 -0.44 0.00
N 25.6247 -21.3485 1.1614 -1.41 1.25 0.73 0.00
H 23.7197 -19.0249 6.0410 0.51 0.40 -0.96 0.00
O 22.3575 -19.0882 7.3832 -1.39 -0.63 0.31 0.10
H 23.0008 -17.1750 7.3770 -0.62 -0.49 -0.33 0.00
H 19.3099 -15.4802 2.4327 -0.82 -0.12 -0.24 0.00
H 21.4448 -24.6525 8.6368 0.01 -0.10 0.01 0.00
N 23.1510 -16.1769 7.4125 -0.25 -0.29 -0.47 0.00
H 24.4720 -17.9681 12.7707 -0.37 0.03 -0.19 0.00
H 21.2089 -17.6834 11.7495 0.18 -0.52 -0.10 0.01
H 24.8445 -17.9000 8.8155 -0.51 0.07 -0.95 0.00
H 19.0291 -21.7490 5.8697 0.59 0.94 0.39 0.00
H 17.0879 -14.1818 2.7705 1.02 -0.97 -0.04 0.00
H 21.8733 -17.7515 5.0540 -0.38 0.16 -0.07 0.00
H 23.3339 -24.7660 3.4252 0.20 -0.15 -0.83 0.00
```
Forces are in eV/Å.

M	788.0	Da
maximum force	4.91	eV/A
⟨S²⟩	6.006
spin multiplicity	5
orbital gap (spin up / spin down)	3.1 / 7.7	eV
calculated total energy	-3750.6226	hartree
HOMO (spin up / spin down)	-2.77 / -7.49	eV